(1)
{"formula": "C34H88F30N6O5P5", "method": "ωB97M-V with the def2-TZVPD basis set", "charge": 1, "lumo_ev": -3.6, "homo_lumo_gap_ev": 7.5575, "species": ["C", "C", "O", "N", "H", "H", "C", "H", "H", "H", "H", "H", "H", "C", "N", "C", "C", "C", "C", "O", "H", "H", "H", "H", "H", "H", "H", "H", "H", "H", "H", "H", "H", "H", "C", "N", "C", "C", "C", "C", "O", "H", "H", "H", "H", "H", "H", "H", "H", "H", "H", "H", "H", "H", "H", "C", "N", "C", "C", "C", "C", "O", "H", "H", "H", "H", "H", "H", "H", "H", "H", "H", "H", "H", "H", "H", "C", "N", "C", "C", "C", "C", "O", "H", "H", "H", "H", "H", "H", "H", "H", "H", "H", "H", "H", "H", "H", "C", "C", "C", "C", "N", "C", "C", "C", "C", "C", "C", "C", "H", "H", "H", "H", "H", "H", "H", "H", "H", "H", "H", "H", "H", "H", "H", "H", "H", "H", "H", "H", "H", "H", "H", "H", "P", "F", "F", "F", "F", "F", "F", "P", "F", "F", "F", "F", "F", "F", "P", "F", "F", "F", "F", "F", "F", "P", "F", "F", "F", "F", "F", "F", "P", "F", "F", "F", "F", "F", "F"], "coordinates": [[-5.16, 23.68, 24.44], [-5.68, 23.57, 25.86], [-6.31, 24.43, 26.48], [-5.21, 22.31, 26.60], [-5.88, 22.14, 27.34], [-5.20, 21.47, 26.04], [-3.78, 22.51, 27.21], [-5.49, 24.60, 23.95], [-5.45, 22.91, 23.72], [-4.08, 23.83, 24.47], [-3.25, 22.88, 26.33], [-3.42, 21.59, 27.68], [-3.91, 23.30, 27.94], [4.51, 19.43, 23.17], [3.39, 19.69, 22.12], [2.87, 21.20, 22.24], [3.99, 19.58, 20.71], [2.28, 18.68, 22.28], [0.85, 18.98, 21.59], [1.15, 18.86, 20.17], [5.27, 20.16, 22.94], [5.01, 18.47, 23.00], [4.19, 19.53, 24.21], [2.41, 21.20, 23.23], [2.15, 21.43, 21.46], [3.66, 21.94, 22.20], [3.38, 20.16, 20.03], [3.96, 18.53, 20.42], [5.01, 19.97, 20.69], [2.11, 18.49, 23.34], [2.68, 17.73, 21.91], [0.47, 20.00, 21.72], [0.07, 18.23, 21.75], [0.34, 18.67, 19.69], [-6.46, 20.73, 20.90], [-7.21, 19.87, 19.84], [-6.41, 18.58, 19.53], [-8.63, 19.58, 20.45], [-7.28, 20.79, 18.54], [-6.00, 21.03, 17.76], [-4.91, 21.57, 18.44], [-5.41, 20.90, 20.64], [-6.36, 20.30, 21.89], [-6.93, 21.70, 21.05], [-5.43, 18.92, 19.18], [-6.92, 18.04, 18.73], [-6.18, 17.99, 20.42], [-9.20, 18.91, 19.80], [-9.07, 20.55, 20.71], [-8.38, 18.98, 21.32], [-7.77, 21.68, 18.93], [-7.94, 20.18, 17.92], [-6.30, 21.80, 17.05], [-5.70, 20.17, 17.15], [-4.19, 21.73, 17.83], [1.90, 25.41, 27.04], [0.90, 24.36, 27.57], [1.44, 22.98, 27.31], [0.73, 24.61, 29.09], [-0.40, 24.50, 26.85], [-1.21, 25.86, 26.96], [-2.09, 25.57, 28.03], [1.50, 26.40, 27.24], [2.01, 25.20, 25.98], [2.86, 25.36, 27.56], [0.82, 22.36, 27.96], [2.42, 22.93, 27.79], [1.35, 22.78, 26.25], [1.66, 24.51, 29.66], [-0.05, 24.00, 29.54], [0.43, 25.65, 29.23], [-0.96, 23.58, 27.03], [-0.10, 24.51, 25.80], [-1.82, 25.94, 26.06], [-0.53, 26.71, 26.95], [-2.08, 26.32, 28.63], [-1.60, 24.34, 19.41], [-1.63, 23.35, 20.61], [-3.02, 23.56, 21.33], [-1.67, 21.91, 19.97], [-0.34, 23.39, 21.52], [-0.07, 24.69, 22.28], [-1.14, 25.23, 23.10], [-1.03, 23.88, 18.60], [-1.17, 25.30, 19.67], [-2.63, 24.44, 19.07], [-3.83, 23.35, 20.62], [-3.15, 24.59, 21.66], [-3.07, 22.85, 22.15], [-2.57, 21.94, 19.36], [-1.65, 21.12, 20.72], [-0.77, 21.91, 19.34], [0.48, 23.16, 20.84], [-0.58, 22.63, 22.26], [0.26, 25.45, 21.56], [0.79, 24.50, 22.92], [-1.05, 26.18, 23.03], [-4.36, 28.10, 23.28], [-4.37, 28.18, 24.89], [-3.39, 29.25, 25.40], [-3.73, 30.68, 25.02], [-2.86, 31.78, 25.69], [-1.43, 31.74, 25.10], [-1.04, 33.12, 24.76], [-2.37, 33.62, 24.21], [-3.39, 33.17, 25.21], [-2.79, 31.69, 27.24], [-4.16, 31.79, 28.00], [-3.95, 31.98, 29.47], [-5.11, 27.42, 22.87], [-3.37, 27.85, 22.90], [-4.54, 29.11, 22.91], [-4.04, 27.20, 25.22], [-5.37, 28.40, 25.24], [-2.36, 29.00, 25.17], [-3.53, 29.15, 26.48], [-4.74, 30.97, 25.31], [-3.58, 30.93, 23.96], [-0.84, 31.30, 25.90], [-1.41, 31.12, 24.21], [-0.77, 33.67, 25.67], [-0.29, 33.20, 23.98], [-2.28, 34.70, 24.14], [-2.58, 33.25, 23.20], [-3.38, 33.84, 26.08], [-4.44, 33.32, 24.96], [-2.08, 32.47, 27.52], [-2.25, 30.79, 27.52], [-4.70, 30.85, 27.87], [-4.71, 32.65, 27.61], [-4.81, 32.18, 30.10], [-3.28, 32.83, 29.64], [-3.41, 31.14, 29.91], [-3.57, 27.74, 18.99], [-5.07, 28.32, 19.19], [-3.56, 28.29, 17.46], [-2.95, 29.12, 19.48], [-2.01, 27.27, 18.70], [-3.42, 27.19, 20.56], [-4.09, 26.27, 18.46], [0.72, 28.27, 23.93], [0.35, 28.69, 25.53], [2.31, 28.32, 24.22], [0.82, 26.72, 24.38], [1.09, 27.96, 22.38], [-0.83, 28.10, 23.42], [0.75, 29.89, 23.70], [-1.54, 20.92, 24.66], [0.06, 20.61, 24.35], [-1.26, 22.51, 24.69], [-1.89, 20.92, 23.05], [-3.21, 21.18, 24.83], [-1.89, 19.33, 24.70], [-1.28, 20.86, 26.33], [-1.70, 18.27, 18.23], [-1.54, 18.87, 19.74], [-0.37, 19.12, 17.69], [-0.72, 17.07, 18.68], [-1.82, 17.63, 16.78], [-3.04, 17.57, 18.79], [-2.58, 19.52, 17.69], [1.87, 22.95, 17.45], [1.45, 21.70, 18.32], [2.39, 21.97, 16.20], [0.32, 22.95, 16.89], [2.36, 24.15, 16.53], [1.43, 24.00, 18.66], [3.31, 22.82, 18.12]]}

(2)
{"formula": "C34H88N9O15Sr2", "method": "ωB97M-V with the def2-TZVPD basis set", "charge": 3, "lumo_ev": -10.5, "homo_lumo_gap_ev": 1.3378, "species": ["Sr", "Sr", "C", "C", "O", "O", "H", "H", "H", "C", "O", "N", "N", "H", "H", "H", "H", "C", "O", "N", "N", "H", "H", "H", "H", "C", "O", "C", "C", "N", "C", "C", "O", "C", "H", "H", "H", "H", "H", "H", "H", "H", "H", "H", "H", "H", "H", "H", "H", "C", "O", "C", "C", "N", "C", "C", "O", "C", "H", "H", "H", "H", "H", "H", "H", "H", "H", "H", "H", "H", "H", "H", "H", "C", "O", "C", "C", "N", "C", "C", "O", "C", "H", "H", "H", "H", "H", "H", "H", "H", "H", "H", "H", "H", "H", "H", "H", "C", "O", "C", "C", "N", "C", "C", "O", "C", "H", "H", "H", "H", "H", "H", "H", "H", "H", "H", "H", "H", "H", "H", "H", "C", "O", "C", "C", "N", "C", "C", "O", "C", "H", "H", "H", "H", "H", "H", "H", "H", "H", "H", "H", "H", "H", "H", "H", "O", "H", "H"], "coordinates": [[-1.66, 0.75, 6.34], [-0.39, 5.30, 3.31], [0.36, -0.17, 0.79], [-0.02, 1.13, 1.49], [-0.06, 2.18, 0.81], [-0.50, 1.25, 2.58], [1.34, -0.51, 1.11], [0.26, -0.17, -0.30], [-0.35, -0.94, 1.11], [-1.02, 4.18, -4.45], [-2.00, 4.76, -4.07], [-0.69, 4.10, -5.67], [-0.28, 3.41, -3.74], [-1.15, 4.58, -6.43], [0.18, 3.64, -5.89], [-0.43, 3.34, -2.74], [0.52, 2.95, -4.14], [5.32, -3.31, 3.65], [4.35, -2.63, 3.83], [6.52, -2.94, 3.76], [5.27, -4.53, 3.32], [7.23, -3.61, 3.48], [6.77, -2.04, 4.15], [4.31, -4.81, 3.17], [6.07, -5.14, 3.28], [5.00, -10.19, -0.51], [3.61, -9.95, -0.14], [3.28, -8.61, 0.13], [1.89, -8.49, 0.74], [1.66, -7.17, 1.36], [1.14, -6.21, 0.34], [-0.27, -5.81, 0.65], [-1.08, -6.92, 0.65], [-2.13, -6.83, -0.35], [5.62, -10.39, 0.36], [5.55, -9.40, -1.03], [4.95, -11.08, -1.13], [3.23, -8.05, -0.81], [4.06, -8.14, 0.73], [1.67, -9.26, 1.48], [1.19, -8.62, -0.08], [0.81, -7.29, 1.88], [1.23, -6.52, -0.70], [1.69, -5.27, 0.41], [-0.70, -4.94, 0.15], [-0.37, -5.50, 1.69], [-2.24, -7.83, -0.76], [-1.89, -6.19, -1.20], [-3.05, -6.60, 0.18], [5.14, 0.48, -2.27], [4.83, 0.29, -3.68], [4.06, 1.39, -4.12], [3.90, 1.52, -5.69], [3.26, 2.81, -5.97], [3.18, 2.96, -7.40], [2.43, 2.03, -8.29], [2.27, 2.67, -9.54], [1.16, 2.12, -10.21], [5.89, -0.27, -2.01], [4.32, 0.35, -1.58], [5.66, 1.42, -2.11], [4.45, 2.31, -3.71], [3.12, 1.25, -3.59], [3.20, 0.76, -6.01], [4.85, 1.35, -6.20], [3.77, 3.49, -5.44], [4.20, 3.10, -7.76], [2.74, 3.95, -7.53], [1.48, 1.93, -7.77], [2.78, 1.00, -8.37], [1.11, 2.69, -11.13], [0.22, 2.21, -9.67], [1.21, 1.08, -10.54], [1.00, -0.82, 8.34], [-0.46, -0.72, 8.39], [-0.99, -1.53, 9.44], [-2.54, -1.42, 9.39], [-3.07, -1.69, 8.03], [-2.81, -3.03, 7.53], [-3.53, -3.24, 6.18], [-3.09, -2.23, 5.26], [-3.90, -2.24, 4.05], [1.22, -0.11, 7.55], [1.25, -1.86, 8.10], [1.42, -0.57, 9.32], [-0.62, -1.15, 10.39], [-0.59, -2.53, 9.27], [-2.71, -0.37, 9.62], [-3.06, -2.00, 10.15], [-4.07, -1.63, 8.09], [-3.16, -3.77, 8.25], [-1.77, -3.19, 7.24], [-4.59, -3.03, 6.31], [-3.38, -4.24, 5.75], [-3.39, -1.63, 3.30], [-4.82, -1.72, 4.28], [-4.21, -3.23, 3.70], [3.44, 4.20, 3.32], [2.70, 5.46, 2.96], [3.34, 6.11, 1.89], [2.25, 6.72, 1.01], [1.10, 7.51, 1.52], [1.47, 8.62, 2.41], [0.20, 9.37, 2.99], [-0.65, 8.41, 3.62], [-1.63, 9.04, 4.49], [4.34, 4.38, 3.91], [3.58, 3.48, 2.53], [2.71, 3.78, 4.02], [3.86, 5.47, 1.18], [4.00, 6.87, 2.30], [1.69, 5.95, 0.49], [2.70, 7.23, 0.17], [0.58, 7.92, 0.75], [2.00, 9.42, 1.90], [1.92, 8.26, 3.33], [-0.37, 9.76, 2.15], [0.52, 10.21, 3.60], [-1.22, 9.28, 5.47], [-2.45, 8.32, 4.55], [-2.18, 9.89, 4.10], [-7.02, 0.67, -9.18], [-6.14, 0.35, -8.04], [-6.96, -0.27, -6.96], [-6.14, -0.71, -5.68], [-5.51, 0.43, -5.02], [-4.40, 0.09, -4.14], [-4.31, 0.85, -2.77], [-5.36, 0.50, -1.89], [-5.57, 1.54, -0.89], [-7.77, 1.43, -8.98], [-7.61, -0.17, -9.54], [-6.34, 0.82, -10.02], [-7.55, -1.13, -7.29], [-7.68, 0.47, -6.61], [-5.32, -1.31, -6.05], [-6.79, -1.19, -4.95], [-5.27, 0.98, -5.83], [-3.50, 0.28, -4.72], [-4.45, -0.96, -3.87], [-4.39, 1.91, -3.02], [-3.32, 0.64, -2.35], [-5.91, 2.48, -1.33], [-4.58, 1.78, -0.50], [-6.27, 1.17, -0.14], [0.45, -2.00, 5.14], [1.31, -1.82, 4.76], [0.33, -2.94, 5.06]]}